Record 1
A molecular structure, C30H53BaN2O14. Source: OMol25; level of theory: the ωB97M-V functional and the def2-TZVPD basis.

* ΔE to the lowest compared entry with this formula, charge and spin: 14.0 kcal/mol
* LUMO energy: -4.08 eV
* highest occupied orbital energy: -10.849 eV
* net charge: +1
* energy: -64294.78171 eV

Last column: Mulliken charge in e.
Cartesian coordinates (Å):
Ba -4.96646 -1.89424 0.26956  1.7754
O -3.76108 -2.63437 -2.42111  -0.2630
O 0.13042 4.41418 4.84628  -0.4108
O -2.15667 3.61156 2.96828  -0.4364
O -4.10181 0.17148 -1.83483  -0.0363
O -0.41464 4.45289 -3.41468  -0.6389
O -0.10511 -0.09617 5.24686  -0.1545
O -2.93786 -0.25529 0.73516  -0.9251
O 2.51998 2.86704 -2.16875  -0.6172
O 3.36923 0.94702 -2.64325  -0.5914
O 2.55548 -2.29626 -3.94009  -0.2052
O -0.57693 3.14266 -1.72378  -0.5349
O 1.81458 -3.99352 -1.73305  -0.3787
O 2.60003 -1.35347 5.12555  -0.2981
O -2.36946 -2.31270 0.29424  -1.0173
N 2.87130 1.74353 -1.85527  1.0780
N -0.41229 3.33975 -2.92648  1.0988
C -0.92181 -0.74177 4.32206  -0.6946
C -3.80444 -0.35282 -3.10482  -0.7854
C -0.01502 -0.20723 -4.04492  -0.4747
C 1.83528 2.03102 0.31348  -0.1957
C 2.08424 0.40141 2.08561  -0.3809
C -0.67017 -0.60891 0.08535  1.5607
C -2.05052 -1.09126 0.41011  0.8526
C -4.51218 1.53411 -1.76901  -0.6897
C 3.22599 0.08691 -0.01044  -0.9257
C 3.38374 -2.37211 4.53541  -0.7449
C 1.18146 -4.39974 -0.54900  -0.5739
C -0.19047 2.18743 -3.76436  -0.8229
C -3.27768 -3.95212 -2.57273  -0.8256
C 1.62924 1.62690 1.64380  -0.7130
C 1.45348 -1.93343 5.70820  -0.4843
C 0.48723 -0.88083 6.25166  -0.7371
C -2.97845 -1.62094 -3.01155  0.0148
C 2.89124 -0.38266 1.23919  -0.5668
C 3.25619 -1.76233 -5.03681  -0.7793
C -0.27646 3.10215 5.15096  -0.1739
C 2.48858 -2.77258 -1.62839  0.1829
C 0.07276 1.24307 -5.98047  -0.8776
C -0.12767 2.33344 -5.16199  -0.5655
C 2.63277 1.26233 -0.49173  -0.0823
C 0.10424 -0.03887 -5.41505  -1.1731
C -1.18201 4.61539 2.72643  -0.0224
C -2.40696 2.83805 1.81615  -0.1995
C 3.37480 -2.48002 -2.80552  -0.6535
C -0.75370 5.20256 4.06656  -0.8348
C -0.02670 0.91686 -3.24890  1.9293
H -2.09216 -1.52563 -2.37256  -0.1947
H 3.98630 -1.58461 -2.64313  0.3323
H -0.35513 2.44772 4.27981  -0.1541
H 0.09135 -1.05155 0.72768  0.0596
H -4.82730 1.80260 -0.76422  0.2378
H -2.65522 -1.85696 -4.03144  0.6410
H -2.35626 -4.15606 -2.01773  0.2839
H -1.23053 3.11544 5.68845  0.3513
H 1.67335 -2.69655 6.46224  0.5338
H 0.94547 -0.26790 7.02231  0.3440
H 4.12438 -3.27253 -2.92145  0.4256
H 0.07862 0.81955 -2.17450  -0.3648
H -3.00469 -4.14347 -3.62008  0.3255
H -0.29814 6.18089 3.92384  0.3759
H 0.50523 -5.20048 -0.85148  0.2804
H 4.28207 -1.96559 4.07081  0.2667
H -0.35011 -1.25175 3.53494  0.2144
H -4.12323 -4.60573 -2.35677  0.3138
H 2.63119 -1.74464 -5.92643  0.2384
H 3.31352 -1.32519 1.55839  0.3936
H -3.22129 0.36310 -3.69909  0.3251
H -5.37663 1.73174 -2.41088  0.3604
H -4.72941 -0.53318 -3.66625  0.3240
H 0.09349 -1.20836 -3.65017  0.7566
H -1.64763 5.36628 4.68115  0.3460
H 1.26875 2.86311 -0.08304  0.5213
H 0.22938 -0.87856 -6.08694  0.6749
H 2.81870 -2.80883 3.70051  0.2656
H 3.68233 -3.14000 5.25092  0.3341
H 3.75257 -0.60514 -0.65426  0.6651
H 1.04852 2.21521 2.34272  0.5312
H -1.56658 2.15760 1.64768  -0.0590
H 0.51425 -3.62228 -0.16081  0.0995
H -1.65989 5.39792 2.12179  0.4871
H 1.89401 0.04711 3.09149  0.6868
H -3.33485 2.27468 1.89807  0.1720
H -1.57205 -1.45118 4.85060  0.5182
H 1.76985 -1.94259 -1.52934  -0.1108
H -0.22863 3.33740 -5.55534  0.5549
H 0.52563 2.68317 5.75546  0.1944
H 0.91262 -2.47252 4.91538  0.2814
H 4.13128 -2.35173 -5.33950  0.3391
H 3.06464 -2.71256 -0.69383  0.3680
H -0.34247 4.25612 2.11873  0.0271
H 0.21051 1.43242 -7.03514  0.4413
H -0.32655 -1.45552 6.71632  0.3958
H -1.52617 -0.00312 3.79238  0.0295
H -2.51702 3.44701 0.91063  0.3266
H -3.65858 2.12061 -2.11025  0.0982
H -0.46890 -0.79273 -0.96950  -0.8641
H -0.55116 0.46428 0.23108  -0.5871
H 1.87261 -4.76478 0.21439  0.3069
H 3.63431 -0.77038 -4.76759  0.2778

=====

Record 2
A molecular structure, C30H53Br2ClILi2N6O9V. Source: OMol25; level of theory: the ωB97M-V functional and the def2-TZVPD basis.

* ΔE to the lowest compared entry with this formula, charge and spin: 0.0 kcal/mol
* LUMO energy: -3.92 eV
* highest occupied orbital energy: -5.893 eV
* energy: -246123.04126 eV

Last column: Mulliken charge in e.
Cartesian coordinates (Å):
I -0.60636 3.92970 -0.37462  0.2894
Br -3.35573 -3.61365 4.74437  -0.0978
Br -6.47072 -4.70782 2.77423  -0.0824
V -8.27419 -1.87506 -1.21450  1.2421
Cl 1.31160 3.98095 -3.14386  -0.6143
O 2.93333 -4.48596 1.22817  -0.5361
O 3.82149 -0.05775 -3.95020  -0.6405
O -9.30462 -0.59780 -1.54741  -0.9440
O 1.76064 -0.31368 -3.34825  -0.5882
O 6.99095 -2.27496 7.22765  -0.6544
O -3.41250 -3.21161 0.99238  -0.3677
O 3.34848 -1.26968 -2.22437  -0.6884
O -1.46999 -3.88464 0.41237  -0.2618
O -7.14180 -3.15232 -0.75538  -1.1266
N -0.48169 8.79376 0.74195  -0.5736
N -2.56402 -4.10649 0.82136  0.6741
N 0.51632 1.95411 -7.89968  -0.5042
N 2.85305 -3.31531 1.58274  0.9804
N -1.82991 6.82056 -1.60685  0.3982
N 2.97778 -0.54846 -3.18205  0.8692
C -3.49424 1.87617 -3.03973  -0.4781
C -4.65117 -2.62525 3.69502  0.5551
C 2.27757 2.07992 -5.99200  -0.1329
C -1.73325 -0.01980 -2.17521  -0.6757
C 0.70586 -2.20713 1.61065  -1.7469
C -2.15834 2.22256 -2.93153  0.6187
C 5.29468 -2.80439 1.26203  -1.5224
C -1.59486 3.57149 -3.27055  -0.9993
C 1.54389 -3.12363 -0.55886  -1.3494
C -1.01985 5.92304 -2.47702  -1.1509
C -6.10358 -3.07329 3.80667  -0.9021
C -3.06924 -0.35438 -2.23408  0.4233
C -1.67559 4.57859 -2.14341  0.1022
C -3.94052 0.61853 -2.68412  -0.9176
C 7.34043 -3.37998 6.57959  -0.0889
C 1.96912 -2.46952 0.74146  1.0957
C 2.61469 -1.12429 0.38364  -1.2819
C 3.28597 -0.38682 1.55115  -1.0874
C -1.48167 8.61967 0.00426  -0.0491
C 4.39098 -3.57713 3.44916  -1.9675
C 4.07955 -2.76998 2.19009  1.4524
C -1.43206 8.25324 -1.46768  -0.6526
C -3.18432 4.96976 -1.91327  -0.3012
C -3.53281 -1.71895 -1.81517  -0.9404
C 1.29287 2.00971 -7.06062  0.3675
C -3.21555 6.51645 -2.03603  -1.0192
C 3.80102 -1.33383 2.65083  -1.1892
C 8.15323 -2.96294 5.31299  -0.8970
C -2.92987 -5.51784 1.13291  -0.7153
C -1.29206 1.23619 -2.50375  -0.5677
Li -5.41787 -3.09082 1.36483  0.5649
Li -1.50810 -1.78390 2.02284  0.9512
H -0.23503 1.44967 -2.44890  0.5283
H -4.28301 -2.68401 2.67878  -0.6421
H 3.06081 -1.36369 3.45780  0.3761
H 7.98418 -4.10990 7.11672  0.2792
H 8.44833 -3.85811 4.75076  0.3060
H -3.35716 -2.50075 -2.54321  0.3601
H 0.20863 -3.15471 1.86418  0.6790
H -6.73336 -2.30815 3.35015  0.4817
H 4.69674 -4.59611 3.21623  0.4263
H 3.35104 -1.29449 -0.40066  0.3820
H -3.42071 6.78111 -3.05983  0.4328
H -2.81855 -6.08728 0.21373  0.3307
H -4.98682 0.36233 -2.76678  0.4786
H 1.02557 -4.06413 -0.39801  0.3712
H 6.15458 -2.39872 1.79179  0.3738
H 1.86330 -0.47579 -0.06931  0.8864
H 0.87007 -2.46441 -1.08814  -0.1234
H 5.53617 -3.82483 0.96680  0.4462
H -2.12635 8.91634 -1.96694  0.2648
H -3.95286 -5.54444 1.48854  0.1381
H -0.01175 -1.56578 1.06638  0.0897
H 3.27366 2.18931 -6.41693  0.3261
H 4.10508 0.21350 1.15847  0.4150
H 3.52329 -3.62872 4.10986  0.4220
H 5.20047 -3.10803 4.00675  0.4412
H 0.03010 5.95576 -2.22661  0.6329
H -2.23836 -5.86664 1.89489  0.3569
H 4.69879 -0.91831 3.10319  0.6187
H -2.46789 8.70308 0.45175  0.4139
H 5.15677 -2.21835 0.35411  0.3197
H -4.56164 -1.60077 4.05229  0.3922
H 2.58679 0.32470 1.99622  0.2597
H -1.86068 6.47300 -0.64343  0.3181
H -1.13445 6.23514 -3.50899  0.2032
H 0.95949 -1.70235 2.55025  0.6756
H -3.70486 4.55461 -1.06313  0.2389
H -2.12943 3.92276 -4.15250  0.6733
H 7.55934 -2.33494 4.64681  0.1351
H -6.44473 -3.25957 4.81849  0.4263
H 2.06234 2.92279 -5.34001  -0.0295
H 2.40133 -3.31023 -1.20300  0.5747
H 2.24758 1.17496 -5.38329  -0.0617
H 9.06369 -2.42682 5.57237  0.3599
H -0.49299 3.40712 -3.52267  -0.3348
H 6.51204 -4.02633 6.18166  0.0788
H -0.41020 8.41681 -1.77748  0.4143
H -3.03088 -1.93675 -0.88034  -0.0189
H 0.38524 8.67589 0.21365  0.2625
H -3.93427 6.93780 -1.34504  0.3925
H -4.23739 2.57570 -3.38961  0.4058
H -4.57781 -1.64659 -1.55405  0.2264
H -3.69311 4.63857 -2.80662  0.1494
H -1.03815 -0.76662 -1.85028  1.1745

=====

Record 3
A molecular structure, C30H54Br2N5O4SSbTi. Source: OMol25; level of theory: the ωB97M-V functional and the def2-TZVPD basis.

* ΔE to the lowest compared entry with this formula, charge and spin: 20.0 kcal/mol
* LUMO energy (spin up / spin down): -2.86 / -2.93 eV
* highest occupied orbital energy (spin up / spin down): -9.605 / -10.236 eV
* 2S+1: 2
* net charge: +1
* energy: -228198.36325 eV

Last column: Mulliken charge in e.
Cartesian coordinates (Å):
Sb -2.45531 0.59440 -1.45152  0.3769
Br 3.34840 -3.63434 4.21661  -0.1553
Br -1.46824 -3.76259 1.27192  -0.0726
Ti 0.27745 0.55938 -0.41291  0.2619
S 1.88083 -0.97292 -2.05814  -0.6664
O 0.74606 1.74737 -1.54862  -0.4075
O -1.13446 3.76724 2.10863  -0.4935
O -0.23655 2.07682 0.94448  -0.3841
O -0.34085 -1.06993 0.20260  1.6365
N 3.81713 -2.15837 -0.76040  0.0897
N -1.47476 0.35559 2.73133  -0.3493
N -1.67313 1.72489 2.70927  -0.1943
N 1.80819 -3.36973 -0.99710  0.2992
N 1.84463 0.18100 0.80276  1.1838
C -0.96316 2.48262 1.85091  0.4707
C 1.61244 -0.98857 1.48017  -0.7101
C 6.09824 -2.44339 0.00834  -1.6395
C -3.49964 -0.94442 -4.05554  -2.1123
C 0.39354 -1.63156 1.13141  0.0676
C -2.31060 3.58963 -1.31028  -1.3233
C -5.60149 -0.01726 -1.51530  -1.7651
C 3.73546 -0.86829 2.59797  -1.2045
C -4.41804 2.90598 -2.47390  -1.8848
C 3.95577 0.29430 1.90674  -1.3499
C 0.97509 -3.39331 2.70152  -0.4195
C 3.27248 2.04412 0.22895  -1.1502
C 2.52839 -1.55922 2.38977  0.8804
C 2.16161 -2.78045 2.99968  0.1317
C -4.42541 -0.03619 -0.54387  1.8315
C 2.12985 -4.68491 -0.44792  -0.4770
C -2.24677 2.77275 -3.66908  -1.8919
C -4.22074 -1.45476 -0.01453  -1.5899
C 2.56044 -2.28891 -1.19408  0.4105
C 2.49054 -5.68321 -1.54181  -1.4672
C -1.11436 -0.23486 -4.11083  -1.4899
C -2.23130 -0.78696 -3.22594  1.8487
C -2.93125 2.62178 -2.31648  2.3200
C 1.32579 2.50323 -2.57302  -1.0998
C -0.37341 4.70213 1.32674  -0.4637
C -1.81120 -2.13661 -2.64503  -1.6063
C 4.71971 -3.07794 -0.06888  -0.0536
C 3.00249 0.80288 1.01600  0.6681
C 0.10245 -2.82592 1.76577  -0.1933
C -4.71289 0.91201 0.62011  -1.4727
H -5.35846 -0.46583 -2.47556  0.1212
H 4.77879 -4.02450 -0.60877  0.3317
H -3.25722 -1.47649 -4.98188  0.5439
H -5.01008 -1.69368 0.70738  0.4872
H -4.95106 2.84902 -1.52567  0.3338
H -2.22406 2.18723 3.41513  0.2341
H -4.88128 2.21361 -3.17758  0.3086
H 0.72194 3.38791 -2.79086  0.3022
H 1.24974 -5.02663 0.09840  0.3534
H 1.43213 1.91177 -3.48663  0.2692
H 6.80814 -3.14233 0.44611  0.4415
H -1.19484 2.49802 -3.62023  0.2182
H -0.28469 0.15143 -3.52381  -0.0423
H 3.36319 -5.34251 -2.10097  0.2692
H -0.92169 5.63753 1.35829  0.2810
H -4.54617 3.92203 -2.86395  0.5383
H -1.61350 -2.83722 -3.46498  0.6293
H 2.31901 2.84942 -2.27840  0.3999
H -5.97180 0.99019 -1.69136  0.3391
H 0.91458 -3.31362 -1.46387  0.1031
H 4.88216 0.83488 2.04719  0.5526
H -5.72114 0.71500 0.99975  0.5184
H 2.71718 -6.65530 -1.10377  0.4189
H -6.42124 -0.59740 -1.07709  0.5282
H 1.66207 -5.80611 -2.23996  0.3877
H -1.47475 0.54935 -4.77488  0.3185
H 0.72011 -4.33278 3.17251  0.5194
H 6.07392 -1.54553 0.62835  0.3177
H 3.48475 1.76339 -0.80481  0.0863
H -2.34912 -0.13870 2.61884  0.2244
H -0.27946 4.36003 0.29949  0.1325
H -4.25384 -1.53003 -3.52902  0.3869
H 2.39991 2.69594 0.23206  0.0133
H -2.79813 3.51922 -0.33252  0.3104
H -2.41988 4.62128 -1.66443  0.5939
H -1.03645 0.07052 3.59843  0.3065
H -4.01604 0.76998 1.44801  0.0871
H -2.31294 3.81809 -3.99179  0.5477
H 4.21932 -1.26914 -1.00846  0.3383
H -3.93042 0.02201 -4.32558  0.2870
H -2.58477 -2.56945 -2.00799  0.1134
H -1.24609 3.38100 -1.18511  -0.4923
H -0.90059 -2.02820 -2.06312  0.0656
H -3.25579 -1.57908 0.48076  -0.0361
H 4.13117 2.58155 0.62637  0.5552
H 0.61328 4.82674 1.76994  0.2856
H 2.93649 -4.59549 0.27168  0.3431
H 4.35235 -3.27464 0.94253  0.1301
H -4.28370 -2.18895 -0.81945  0.3621
H 6.45547 -2.17753 -0.98756  0.4026
H -2.73716 2.15976 -4.42611  0.3806
H -4.67396 1.96087 0.32351  0.2043
H 4.47310 -1.25778 3.28619  0.4489
H -0.71627 -1.04250 -4.73340  0.5096